{
  "formula": "C28H47BrN8O4P2",
  "method": "the ωB97M-V functional and the def2-TZVPD basis",
  "lumo_ev": -1.18,
  "e_homo_ha": -0.3060,
  "gap_ev": 7.153,
  "species": ["C", "C", "P", "C", "C", "C", "C", "N", "P", "O", "O", "C", "Br", "C", "N", "O", "N", "O", "H", "H", "H", "H", "H", "H", "H", "H", "H", "H", "H", "H", "C", "C", "C", "C", "N", "H", "H", "H", "H", "H", "H", "H", "C", "C", "C", "C", "N", "H", "H", "H", "H", "H", "H", "H", "C", "C", "C", "C", "N", "H", "H", "H", "H", "H", "H", "H", "C", "C", "C", "C", "N", "H", "H", "H", "H", "H", "H", "H", "C", "C", "C", "C", "N", "H", "H", "H", "H", "H", "H", "H"],
  "xyz": [[-1.5445, -6.6635, 1.1789], [-2.9167, -6.1765, 0.4254], [-2.9098, -4.3686, -0.1884], [-4.6791, -3.6593, -0.3036], [-5.6616, -4.0264, 0.9563], [-1.7188, -3.2483, 0.7972], [-1.8559, -3.3929, 2.4454], [-1.9730, -3.7424, 3.6991], [0.0977, -3.5754, 0.1762], [0.1009, -4.4994, -1.2994], [1.0744, -4.2875, 1.4291], [-1.9709, -1.6234, 0.4900], [-0.1609, -0.7517, 0.8430], [-2.3004, -1.3188, -1.1003], [-2.9730, -1.1505, -2.2204], [-2.9563, -1.0239, 1.4266], [-2.5716, 0.2631, 1.5672], [-2.5893, 0.6215, 2.7336], [-0.5792, -6.6449, 0.5175], [-1.7156, -7.8088, 1.4693], [-1.3038, -6.1143, 2.1836], [-3.8421, -6.4684, 1.0993], [-3.0174, -6.8586, -0.5495], [-4.7463, -2.5016, -0.4692], [-5.1783, -4.1523, -1.2694], [-6.7345, -4.2535, 0.4848], [-5.8156, -3.0525, 1.6095], [-5.3442, -4.9641, 1.5803], [0.2305, -5.4796, -1.1375], [2.0275, -4.0081, 1.1887], [3.9093, -3.6647, 5.7341], [3.0447, -4.8957, 5.4807], [3.5881, -5.7840, 4.3600], [3.6380, -4.9978, 3.0600], [3.6795, -4.3455, 1.9817], [3.9477, -3.0103, 4.8574], [3.4991, -3.0758, 6.5607], [4.9342, -3.9522, 5.9954], [2.0264, -4.5694, 5.2363], [2.9820, -5.4820, 6.4040], [2.9420, -6.6581, 4.2268], [4.5947, -6.1400, 4.6049], [2.2945, 3.5870, -2.5444], [1.3115, 3.2180, -1.4378], [2.0043, 2.7134, -0.1705], [2.8092, 1.4638, -0.4882], [3.4769, 0.4271, -0.7517], [2.8758, 2.7201, -2.8744], [1.7571, 3.9687, -3.4183], [2.9919, 4.3623, -2.2071], [0.6234, 2.4520, -1.8159], [0.7085, 4.0985, -1.1900], [1.2588, 2.4758, 0.5957], [2.6737, 3.4805, 0.2335], [-4.9433, 5.4084, 3.7373], [-4.5736, 4.3589, 2.6938], [-3.1036, 3.9409, 2.7652], [-2.2139, 5.1485, 2.5191], [-1.4758, 6.1502, 2.3150], [-4.3847, 6.3383, 3.5908], [-6.0075, 5.6550, 3.6676], [-4.7435, 5.0415, 4.7505], [-4.7996, 4.7556, 1.6964], [-5.2047, 3.4752, 2.8394], [-2.8927, 3.1786, 2.0077], [-2.8716, 3.5163, 3.7479], [7.2524, 2.6980, -3.3670], [6.4750, 1.3914, -3.4909], [5.7633, 1.2479, -4.8376], [4.7649, 2.3803, -5.0140], [3.9367, 3.3198, -5.1604], [6.5913, 3.5686, -3.4238], [7.7670, 2.7439, -2.4019], [8.0048, 2.7835, -4.1594], [5.7433, 1.3355, -2.6756], [7.1672, 0.5523, -3.3604], [5.2329, 0.2908, -4.8820], [6.4867, 1.2736, -5.6598], [-1.1503, 4.3561, -5.3554], [-1.2420, 5.2266, -4.1061], [-2.1537, 4.6310, -3.0315], [-3.5643, 4.4845, -3.5785], [-4.7345, 4.3628, -4.0323], [-2.1229, 4.2502, -5.8466], [-0.4671, 4.8060, -6.0827], [-0.7768, 3.3555, -5.1098], [-1.6052, 6.2212, -4.3928], [-0.2370, 5.3585, -3.6903], [-2.1749, 5.2843, -2.1528], [-1.7856, 3.6489, -2.7157]],
  "mulliken_charge": [-0.78, -0.38, -0.05, -0.37, -0.83, 0.75, -0.10, -0.67, 0.35, -0.47, -0.41, 0.38, -0.05, 0.07, -0.50, 0.04, -0.02, -0.35, 0.08, 0.34, 0.21, 0.29, 0.33, 0.25, 0.42, 0.30, 0.22, 0.21, 0.33, 0.44, -1.11, -0.42, -0.31, 0.37, -0.72, 0.33, 0.33, 0.30, 0.28, 0.32, 0.28, 0.32, -1.15, -0.25, -0.31, 0.17, -0.56, 0.22, 0.37, 0.30, 0.18, 0.37, 0.28, 0.35, -1.15, -0.52, 0.06, 0.14, -0.52, 0.34, 0.33, 0.31, 0.29, 0.33, 0.04, 0.32, -1.16, -0.26, -0.41, 0.30, -0.52, 0.34, 0.33, 0.31, 0.15, 0.31, 0.29, 0.35, -1.21, -0.40, 0.09, 0.03, -0.49, 0.44, 0.33, 0.29, 0.33, 0.21, 0.33, 0.07]
}


{
  "formula": "C28H47BrNNiP3",
  "method": "the ωB97M-V functional and the def2-TZVPD basis",
  "charge": 2,
  "lumo_ev": [-7.19, -9.62],
  "s_squared": 2.109,
  "e_homo_ha": [-0.4682, -0.4698],
  "gap_ev": [5.552, 3.168],
  "spin_multiplicity": 3,
  "species": ["C", "C", "C", "C", "N", "C", "C", "C", "C", "C", "C", "C", "C", "C", "Ni", "P", "H", "H", "H", "H", "H", "H", "H", "H", "C", "C", "H", "H", "H", "H", "H", "C", "C", "H", "H", "H", "H", "H", "C", "C", "H", "H", "H", "H", "H", "Br", "P", "C", "C", "H", "H", "H", "H", "H", "C", "C", "H", "H", "H", "H", "H", "C", "C", "H", "H", "H", "H", "H", "C", "P", "C", "C", "H", "H", "H", "H", "H", "H", "H", "H", "H"],
  "xyz": [[-0.8669, 7.0569, -3.7468], [-1.0780, 5.6915, -4.0110], [-1.3544, 5.3089, -5.3338], [-1.4531, 6.3019, -6.3148], [-1.2749, 7.5956, -6.0492], [-0.9872, 7.9691, -4.8024], [-1.0117, 4.7038, -2.9735], [-0.9631, 3.8319, -2.1222], [-0.7183, 2.9118, -1.0576], [0.4326, 3.0878, -0.2711], [0.7511, 2.1783, 0.7373], [-0.1260, 1.1387, 1.0005], [-1.2795, 0.9468, 0.2533], [-1.5679, 1.8251, -0.7933], [0.1439, -0.1123, 2.5421], [1.7386, -1.1169, 1.5463], [-1.4922, 4.2611, -5.5941], [-0.6159, 7.4057, -2.7464], [-1.6855, 6.0270, -7.3435], [-0.8455, 9.0353, -4.6218], [-2.4539, 1.6839, -1.4136], [1.0835, 3.9409, -0.4749], [-1.9466, 0.1220, 0.4831], [1.6788, 2.3072, 1.2927], [1.9960, -2.7802, 2.2811], [2.9367, -3.7285, 1.5350], [0.9936, -3.2283, 2.3602], [2.3305, -2.6270, 3.3180], [3.1439, -4.5917, 2.1840], [2.4934, -4.1117, 0.6083], [3.8965, -3.2717, 1.2754], [1.5291, -1.4397, -0.2508], [2.5568, -0.8360, -1.2015], [0.5301, -1.0491, -0.4944], [1.4784, -2.5295, -0.3875], [2.2633, -1.0647, -2.2342], [2.6184, 0.2570, -1.1192], [3.5645, -1.2445, -1.0523], [3.2905, -0.1472, 1.7453], [4.6171, -0.8924, 1.7022], [3.2041, 0.3845, 2.7042], [3.2701, 0.6279, 0.9671], [5.4263, -0.1605, 1.8443], [4.7078, -1.6389, 2.5002], [4.7937, -1.3871, 0.7407], [-1.1674, -1.4165, 3.8566], [-2.8639, -3.7828, -1.7685], [-1.0207, -3.8612, -1.6588], [-0.5230, -5.2984, -1.8284], [-0.7086, -3.4467, -0.6887], [-0.6166, -3.2147, -2.4527], [0.5434, -5.3034, -2.0834], [-0.6477, -5.8801, -0.9063], [-1.0647, -5.8141, -2.6323], [-3.2917, -3.5352, 0.0119], [-4.7102, -4.0347, 0.3013], [-3.1974, -2.4649, 0.2457], [-2.5560, -4.0806, 0.6214], [-4.8419, -4.1962, 1.3771], [-5.4577, -3.3017, -0.0213], [-4.9137, -4.9834, -0.2117], [-3.0961, -2.0700, -2.4304], [-3.3375, -2.0943, -3.9435], [-2.2140, -1.4603, -2.1835], [-3.9656, -1.6372, -1.9123], [-3.7905, -1.1500, -4.2684], [-2.4001, -2.2212, -4.5002], [-4.0148, -2.9104, -4.2266], [-0.4784, 1.5405, 5.4834], [0.7873, 1.0885, 4.2488], [1.6233, 2.6858, 3.9615], [2.0568, 0.1996, 5.2192], [-1.2419, 2.1632, 4.9895], [-0.0258, 2.1019, 6.3260], [-0.9599, 0.6237, 5.8539], [1.9461, 3.1176, 4.9156], [2.5235, 2.5468, 3.3513], [0.9375, 3.3754, 3.4600], [2.6153, 0.9157, 5.8381], [1.5654, -0.5214, 5.8845], [2.7587, -0.3220, 4.5596]],
  "lowdin_spin": [0.00, 0.00, 0.00, 0.00, 0.00, 0.00, 0.01, 0.00, 0.01, -0.01, -0.01, -0.14, -0.01, -0.01, 0.87, 0.03, 0.00, 0.00, 0.00, 0.00, 0.00, 0.00, 0.00, 0.00, 0.00, 0.00, 0.00, 0.00, 0.00, 0.00, 0.00, 0.02, 0.00, 0.00, 0.00, 0.00, 0.00, 0.00, 0.00, 0.00, 0.00, 0.00, 0.00, 0.00, 0.00, 0.11, 0.62, 0.09, 0.01, 0.01, 0.00, 0.00, 0.00, 0.00, 0.09, 0.01, 0.02, 0.00, 0.00, 0.00, 0.00, 0.09, 0.01, 0.02, 0.00, 0.00, 0.00, 0.00, 0.02, 0.09, 0.02, 0.00, 0.00, 0.00, 0.00, 0.00, 0.00, 0.00, 0.00, 0.00, 0.00]
}